DFT (wB97M-V/def2-TZVPD) results for a molecular structure, C27H20IrN5O2P.

Each line ends with the Löwdin charge.
Atoms and positions in Å:
Ir1 0.905 0.810 1.186  1.205
C1 0.403 -4.124 3.803  -0.052
C2 1.486 -4.225 2.940  -0.056
C3 1.597 -3.362 1.861  -0.065
C4 0.616 -2.395 1.648  -0.367
C5 -0.469 -2.291 2.522  -0.107
C6 -0.574 -3.158 3.596  -0.058
P1 0.748 -1.236 0.280  0.934
C7 -0.343 -1.729 -1.058  -0.340
C8 -1.200 -2.818 -0.927  -0.064
C9 -1.996 -3.196 -2.000  -0.056
C10 -1.935 -2.491 -3.193  -0.056
C11 -1.076 -1.405 -3.326  -0.061
C12 -0.279 -1.022 -2.261  -0.100
C13 2.419 -1.016 -0.306  -0.372
C14 3.380 -1.675 -1.060  -0.057
C15 4.503 -0.949 -1.424  -0.060
C16 4.630 0.394 -1.069  -0.058
C17 3.650 1.057 -0.345  -0.085
C18 2.530 0.333 0.061  -0.329
H1 0.324 -4.798 4.646  0.115
H2 2.247 -4.974 3.110  0.115
H3 2.449 -3.430 1.196  0.105
H4 -1.231 -1.533 2.370  0.099
H5 -1.414 -3.077 4.273  0.116
H6 -1.246 -3.369 0.003  0.107
H7 -2.660 -4.044 -1.903  0.115
H8 -2.552 -2.793 -4.029  0.114
H9 -1.023 -0.867 -4.262  0.114
H10 0.409 -0.190 -2.372  0.113
H11 3.254 -2.705 -1.369  0.117
H12 5.283 -1.418 -2.009  0.114
H13 5.516 0.935 -1.379  0.115
H14 3.775 2.103 -0.095  0.103
O1 0.923 2.352 2.663  -0.252
N1 -0.191 1.674 2.882  -0.160
C19 -1.073 2.221 3.648  -0.281
C20 -0.857 3.487 4.275  -0.143
N2 -0.683 4.511 4.763  0.216
C21 -2.291 1.483 3.826  -0.161
N3 -3.268 0.886 3.907  0.185
N4 -3.675 4.182 -2.943  0.192
C22 -2.344 4.362 -2.801  -0.486
O2 -1.710 5.212 -3.385  0.095
C23 -1.619 3.416 -1.863  -0.085
C24 -2.140 2.227 -1.369  0.027
C25 -1.372 1.443 -0.535  -0.098
N5 -0.128 1.805 -0.183  -0.124
C26 0.388 2.954 -0.652  -0.056
C27 -0.328 3.770 -1.499  0.047
H15 -4.170 4.832 -3.532  0.127
H16 -4.212 3.581 -2.346  0.099
H17 -3.127 1.870 -1.625  0.124
H18 -1.739 0.511 -0.133  0.115
H19 1.390 3.194 -0.326  0.121
H20 0.102 4.685 -1.880  0.138

- Relative energy (zero: lowest compared OMol25 entry of this formula, charge and spin): 0.6219 eV
- HOMO: -0.44070 Eh
- DFT total energy: -51988.3695 eV
- Net charge: +1
- HOMO-LUMO gap: 7.720 eV

---

DFT (wB97M-V/def2-TZVPD) results for a molecular structure, C38H34FN2O4PS2Se2V.

Each line ends with the Mulliken spin population.
Atoms and positions in Å:
V1 -1.488 0.880 -0.966  2.106
C1 -1.837 0.804 -4.406  0.006
C2 -2.315 2.076 -3.771  0.036
C3 -2.668 3.156 -4.622  -0.008
C4 -3.169 4.301 -4.093  0.012
C5 -3.397 4.389 -2.702  -0.004
C6 -3.992 5.526 -2.107  0.000
C7 -4.255 5.517 -0.767  -0.001
C8 -3.940 4.392 0.014  0.008
C9 -3.339 3.273 -0.518  0.019
S1 -2.948 1.894 0.492  -0.062
C10 -3.049 3.275 -1.916  0.000
N1 -2.449 2.163 -2.461  -0.028
H1 -1.549 0.989 -5.441  0.001
H2 -2.654 0.077 -4.400  0.001
H3 -1.006 0.360 -3.870  0.003
H4 -2.517 3.044 -5.687  0.000
H5 -3.423 5.145 -4.725  0.001
H6 -4.236 6.377 -2.730  0.000
H7 -4.715 6.375 -0.294  0.000
H8 -4.167 4.396 1.073  0.000
Se1 -0.136 -0.133 0.969  0.022
P1 -1.124 -1.900 1.796  0.019
Se2 -3.226 -1.940 2.020  0.002
C11 -0.497 -3.338 0.852  -0.001
C12 -1.358 -4.338 0.424  -0.001
C13 -0.863 -5.433 -0.274  -0.001
C14 0.492 -5.529 -0.548  0.001
C15 1.357 -4.524 -0.126  0.000
C16 0.863 -3.432 0.567  0.001
C17 -0.305 -2.161 3.415  -0.007
C18 0.104 -1.099 4.212  0.000
C19 0.671 -1.333 5.458  0.000
C20 0.826 -2.630 5.922  0.000
C21 0.401 -3.696 5.138  0.000
C22 -0.166 -3.463 3.897  0.000
H9 -2.417 -4.238 0.631  0.001
H10 -1.545 -6.202 -0.614  0.000
H11 0.878 -6.382 -1.093  0.000
H12 2.415 -4.587 -0.350  0.000
H13 1.532 -2.633 0.869  -0.001
H14 -0.022 -0.086 3.852  -0.002
H15 0.990 -0.494 6.065  0.000
H16 1.269 -2.811 6.894  0.000
H17 0.513 -4.713 5.496  0.000
H18 -0.500 -4.296 3.291  0.000
F1 -4.029 -4.181 -3.484  0.001
C23 -3.498 -3.080 -2.883  0.015
C24 -2.138 -3.027 -2.674  -0.007
C25 -1.614 -1.896 -2.053  0.022
C26 -2.415 -0.821 -1.659  -0.154
C27 -3.789 -0.937 -1.900  0.005
C28 -4.344 -2.057 -2.503  -0.008
H19 -1.510 -3.858 -2.972  -0.001
H20 -0.543 -1.859 -1.879  0.011
H21 -4.453 -0.135 -1.594  0.001
H22 -5.409 -2.150 -2.672  0.000
C29 4.399 -1.720 3.694  0.000
C30 4.352 -0.413 2.952  -0.002
C31 3.128 0.100 2.532  0.001
C32 3.051 1.302 1.853  0.002
C33 4.214 2.000 1.565  0.000
C34 5.445 1.499 1.959  0.000
C35 5.505 0.303 2.659  0.000
S2 4.127 3.531 0.673  0.000
O1 3.613 4.546 1.545  0.000
O2 5.402 3.699 0.031  0.000
N2 3.008 3.318 -0.485  0.000
C36 3.201 2.258 -1.470  0.001
C37 2.057 2.292 -2.495  0.002
C38 0.759 1.880 -1.828  0.004
O3 0.243 2.604 -0.940  0.007
O4 0.216 0.774 -2.130  -0.023
H23 3.881 -2.503 3.137  0.000
H24 3.898 -1.638 4.660  0.000
H25 5.426 -2.043 3.867  0.000
H26 2.219 -0.451 2.716  0.000
H27 2.081 1.662 1.532  -0.002
H28 6.348 2.039 1.705  0.000
H29 6.469 -0.088 2.966  0.000
H30 2.047 3.407 -0.159  0.000
H31 3.223 1.272 -0.986  0.001
H32 4.165 2.419 -1.952  0.000
H33 2.274 1.624 -3.326  0.000
H34 1.949 3.311 -2.869  0.000

- Relative energy (zero: lowest compared OMol25 entry of this formula, charge and spin): 0.0000 eV
- HOMO (spin up / spin down): -0.17859 / -0.17910 Eh
- DFT total energy: -241192.5202 eV
- Net charge: -1
- 2S+1: 3
- HOMO-LUMO gap (spin up / spin down): 6.873 / 6.859 eV

---

The highest net charge belongs to which entry?
C27H20IrN5O2P

---

Which value of relative energy (zero: lowest compared OMol25 entry of this formula, charge and spin) does entry 2 give?
0.0000 eV

---

Look up the relative energy (zero: lowest compared OMol25 entry of this formula, charge and spin) of the first one.
0.6219 eV